Record 1
{
  "formula": "C3H10NOS",
  "method": "the ωB97M-V functional and the def2-TZVPD basis",
  "homo_ev": -2.79,
  "de_lowest_kcal_mol": 62.1,
  "gap_ev": 6.8,
  "charge": -1,
  "species": ["C", "C", "S", "H", "H", "H", "H", "H", "H", "N", "C", "O", "H", "H", "H", "H"],
  "positions_angstrom": [[-2.56, -0.80, 0.85], [-1.53, -1.16, -0.23], [-1.26, 0.25, -1.61], [-2.25, -0.85, 1.93], [-2.67, 0.38, 0.83], [-3.49, -1.44, 0.66], [-2.04, -2.03, -0.78], [-0.56, -1.37, 0.24], [0.20, 0.52, -0.06], [2.99, 0.35, -0.35], [1.93, 1.28, -0.30], [0.75, 1.06, 0.69], [3.91, 0.57, -0.64], [2.83, -0.52, 0.07], [1.48, 1.48, -1.39], [2.27, 2.29, 0.09]]
}

Record 2
{
  "formula": "C37H74NO57S14",
  "method": "the ωB97M-V functional and the def2-TZVPD basis",
  "homo_ev": -4.00,
  "gap_ev": 5.3,
  "charge": -1,
  "species": ["C", "C", "C", "C", "C", "C", "N", "O", "C", "C", "C", "H", "H", "H", "H", "H", "H", "H", "H", "H", "H", "H", "H", "H", "H", "H", "H", "H", "H", "C", "C", "O", "S", "O", "O", "O", "H", "H", "H", "H", "C", "C", "O", "S", "O", "O", "O", "H", "H", "H", "H", "C", "C", "O", "S", "O", "O", "O", "H", "H", "H", "H", "C", "C", "O", "S", "O", "O", "O", "H", "H", "H", "H", "C", "C", "O", "S", "O", "O", "O", "H", "H", "H", "H", "C", "C", "O", "S", "O", "O", "O", "H", "H", "H", "H", "C", "C", "O", "S", "O", "O", "O", "H", "H", "H", "H", "C", "C", "O", "S", "O", "O", "O", "H", "H", "H", "H", "C", "C", "O", "S", "O", "O", "O", "H", "H", "H", "H", "C", "C", "O", "S", "O", "O", "O", "H", "H", "H", "H", "C", "C", "O", "S", "O", "O", "O", "H", "H", "H", "H", "C", "C", "O", "S", "O", "O", "O", "H", "H", "H", "H", "C", "C", "O", "S", "O", "O", "O", "H", "H", "H", "H", "C", "C", "O", "S", "O", "O", "O", "H", "H", "H", "H"],
  "positions_angstrom": [[-1.73, 2.06, 2.15], [-0.89, 0.79, 2.13], [-1.92, -0.37, 1.98], [-2.33, -0.60, 0.51], [-1.13, -0.93, -0.37], [0.03, 0.17, -0.26], [0.26, 0.65, 1.14], [1.49, 1.55, 1.41], [-0.34, 1.31, -1.17], [1.25, -0.60, -0.85], [-0.35, 0.49, 3.56], [-1.24, 2.87, 2.69], [-2.71, 1.94, 2.62], [-1.78, 2.38, 1.11], [-2.85, -0.15, 2.50], [-1.57, -1.39, 2.15], [-2.77, 0.35, 0.21], [-3.05, -1.41, 0.38], [-1.44, -0.94, -1.41], [-0.79, -1.93, -0.10], [0.54, 1.95, -1.17], [-1.17, 1.84, -0.71], [-0.59, 1.25, -2.23], [1.09, -1.26, -1.70], [1.76, -1.22, -0.12], [1.99, 0.13, -1.19], [-1.10, 0.65, 4.33], [0.50, 1.05, 3.97], [-0.04, -0.55, 3.68], [5.32, 1.04, 1.94], [4.34, -0.06, 1.61], [5.19, -1.15, 1.69], [6.39, -0.99, 2.77], [7.68, -1.32, 2.13], [6.07, -1.65, 4.04], [6.16, 0.65, 2.94], [4.80, 1.95, 2.24], [5.93, 1.24, 1.05], [3.92, 0.08, 0.62], [3.53, -0.07, 2.34], [-5.65, 4.19, 1.65], [-6.55, 3.33, 0.78], [-6.55, 2.07, 1.22], [-6.13, 1.87, 2.79], [-5.36, 0.60, 2.82], [-7.28, 2.01, 3.69], [-5.12, 3.20, 2.60], [-6.10, 5.03, 2.18], [-4.73, 4.39, 1.10], [-6.18, 3.34, -0.24], [-7.59, 3.68, 0.80], [-3.69, -5.73, -0.56], [-2.92, -4.54, -0.09], [-3.28, -3.57, -1.05], [-4.91, -3.67, -1.41], [-5.18, -3.50, -2.87], [-5.70, -2.90, -0.43], [-4.91, -5.27, -1.05], [-3.79, -6.34, 0.34], [-2.99, -6.19, -1.26], [-1.85, -4.73, -0.02], [-3.18, -4.25, 0.93], [2.21, 3.66, 3.86], [2.47, 3.46, 5.35], [1.74, 4.48, 6.07], [1.41, 5.69, 5.00], [2.24, 6.88, 5.27], [-0.01, 5.79, 4.69], [2.12, 5.00, 3.67], [1.15, 3.45, 3.72], [2.85, 3.02, 3.25], [3.52, 3.39, 5.62], [2.09, 2.49, 5.68], [-2.71, 3.42, 6.37], [-2.48, 2.75, 7.67], [-3.62, 1.86, 7.74], [-4.03, 1.28, 6.27], [-5.44, 1.03, 6.04], [-3.00, 0.29, 5.89], [-3.67, 2.77, 5.63], [-1.82, 3.31, 5.75], [-3.07, 4.45, 6.37], [-2.58, 3.28, 8.61], [-1.60, 2.10, 7.67], [1.97, -2.59, 2.84], [1.70, -3.94, 2.25], [1.01, -4.67, 3.25], [0.69, -3.72, 4.65], [0.84, -4.38, 5.94], [-0.62, -3.09, 4.41], [1.94, -2.71, 4.23], [1.20, -1.88, 2.53], [2.91, -2.11, 2.55], [2.53, -4.47, 1.79], [0.88, -3.76, 1.54], [0.68, -1.32, -5.63], [1.66, -0.84, -6.75], [0.84, -0.30, -7.66], [-0.69, -0.92, -7.70], [-0.70, -2.18, -8.49], [-1.54, 0.26, -7.99], [-0.57, -1.15, -6.07], [0.84, -0.87, -4.65], [0.87, -2.39, -5.59], [2.18, -1.74, -7.08], [2.41, -0.10, -6.48], [-0.54, 4.35, -3.52], [-0.03, 5.31, -4.54], [0.86, 4.47, -5.27], [0.18, 3.09, -5.64], [1.12, 1.98, -5.62], [-0.60, 3.37, -6.85], [-0.71, 3.13, -4.21], [-1.33, 4.80, -2.91], [0.33, 4.09, -2.92], [0.40, 6.30, -4.35], [-0.88, 5.59, -5.17], [1.31, -5.99, -3.92], [0.17, -6.64, -3.06], [-0.62, -5.58, -2.51], [0.14, -4.13, -2.70], [0.92, -3.86, -1.54], [-0.90, -3.15, -3.13], [0.86, -4.72, -4.06], [1.26, -6.45, -4.90], [2.29, -6.06, -3.45], [0.30, -7.31, -2.22], [-0.50, -7.05, -3.82], [2.87, 5.73, 0.67], [2.30, 4.53, -0.08], [2.13, 5.06, -1.40], [3.43, 6.03, -1.87], [3.02, 7.09, -2.73], [4.61, 5.23, -2.14], [3.51, 6.61, -0.24], [3.41, 5.45, 1.58], [1.99, 6.17, 1.14], [1.37, 4.06, 0.26], [2.96, 3.67, -0.09], [3.42, 1.75, -3.59], [4.48, 1.39, -2.53], [4.62, -0.03, -2.54], [4.04, -0.74, -3.91], [3.49, -2.07, -3.71], [5.03, -0.59, -4.94], [2.89, 0.49, -4.00], [3.72, 2.39, -4.42], [2.50, 2.13, -3.13], [4.09, 1.77, -1.58], [5.47, 1.84, -2.62], [-3.96, -2.74, 4.11], [-4.96, -2.97, 2.97], [-4.85, -4.28, 2.54], [-3.97, -5.27, 3.54], [-2.70, -5.56, 2.86], [-4.76, -6.41, 4.03], [-3.90, -4.06, 4.69], [-4.05, -1.92, 4.83], [-2.97, -2.55, 3.68], [-4.76, -2.16, 2.27], [-5.99, -2.85, 3.31], [-4.79, -0.57, -4.10], [-3.40, -0.79, -3.56], [-2.66, -0.02, -4.59], [-3.38, 1.39, -4.99], [-3.09, 1.80, -6.39], [-3.37, 2.32, -3.85], [-4.81, 0.54, -4.93], [-5.44, -0.37, -3.25], [-5.14, -1.40, -4.70], [-2.94, -1.77, -3.67], [-3.23, -0.45, -2.54], [5.44, -2.61, -1.18], [6.30, -3.74, -0.39], [7.65, -3.61, -0.89], [7.90, -2.18, -1.72], [7.82, -2.48, -3.16], [8.92, -1.37, -1.16], [6.41, -1.63, -1.39], [4.50, -2.25, -0.75], [5.17, -3.01, -2.16], [5.79, -4.68, -0.60], [6.24, -3.60, 0.69]]
}

Record 3
{
  "formula": "C20H39BN2O12P",
  "method": "the ωB97M-V functional and the def2-TZVPD basis",
  "homo_ev": -12.27,
  "de_lowest_kcal_mol": 0.0,
  "gap_ev": 7.9,
  "charge": 1,
  "species": ["C", "O", "B", "O", "C", "C", "C", "C", "P", "O", "O", "O", "C", "C", "C", "N", "N", "O", "C", "C", "C", "C", "C", "C", "H", "H", "H", "H", "H", "H", "H", "H", "H", "H", "H", "H", "H", "H", "H", "H", "H", "H", "H", "H", "H", "H", "H", "H", "H", "H", "H", "C", "O", "C", "O", "O", "C", "H", "H", "H", "H", "H", "H", "C", "O", "C", "O", "O", "C", "H", "H", "H", "H", "H", "H"],
  "positions_angstrom": [[-0.49, -0.48, -0.17], [-0.53, 0.26, -1.39], [-0.19, 1.61, -1.23], [-1.16, 2.52, -1.45], [1.33, 1.98, -0.84], [2.27, 1.02, -1.10], [3.62, 1.28, -0.85], [3.99, 2.52, -0.32], [5.77, 2.82, -0.06], [6.11, 3.35, 1.25], [6.51, 1.38, -0.25], [6.35, 3.71, -1.26], [2.98, 3.45, -0.04], [3.37, 4.81, 0.51], [3.79, 4.83, 2.02], [3.45, 3.59, 2.75], [1.69, 3.17, -0.30], [0.68, 4.04, -0.05], [0.35, 4.18, 1.35], [-0.33, 2.96, 2.00], [0.70, 1.84, 2.41], [-1.07, 3.37, 3.32], [-2.22, 4.40, 3.07], [-1.72, 2.12, 4.00], [-0.91, -1.47, -0.39], [0.55, -0.68, 0.18], [-1.05, -0.02, 0.65], [-1.97, 2.04, -1.69], [1.95, 0.08, -1.55], [4.36, 0.52, -1.10], [6.09, 0.81, 0.42], [7.08, 3.21, -1.66], [4.18, 5.28, -0.09], [2.51, 5.49, 0.39], [3.23, 5.66, 2.49], [4.85, 5.07, 2.16], [2.67, 3.79, 3.37], [4.22, 3.44, 3.40], [1.18, 4.48, 1.99], [-0.37, 5.01, 1.39], [-1.13, 2.52, 1.37], [0.37, 0.85, 2.08], [1.70, 2.00, 1.98], [0.85, 1.82, 3.50], [-0.32, 3.77, 4.02], [-2.02, 5.28, 3.71], [-2.31, 4.69, 2.01], [-3.16, 3.98, 3.43], [-2.37, 2.49, 4.81], [-0.96, 1.50, 4.49], [-2.30, 1.56, 3.25], [-5.19, -4.10, -3.33], [-4.19, -3.59, -4.21], [-3.16, -3.02, -3.61], [-3.01, -2.90, -2.41], [-2.31, -2.59, -4.54], [-1.15, -1.95, -4.02], [-5.98, -4.54, -3.94], [-4.78, -4.87, -2.68], [-5.63, -3.30, -2.73], [-0.58, -2.64, -3.40], [-1.43, -1.06, -3.45], [-0.53, -1.64, -4.86], [-1.77, -6.66, -0.28], [-1.77, -8.06, -0.56], [-2.85, -8.48, -1.23], [-3.77, -7.78, -1.59], [-2.74, -9.79, -1.43], [-3.83, -10.37, -2.14], [-0.85, -6.45, 0.26], [-1.77, -6.08, -1.20], [-2.62, -6.39, 0.35], [-3.92, -9.94, -3.14], [-4.76, -10.25, -1.59], [-3.62, -11.43, -2.24]]
}

Record 4
{
  "formula": "C52H51I2N8O3PbSe",
  "method": "the ωB97M-V functional and the def2-TZVPD basis",
  "homo_ev": -5.56,
  "de_lowest_kcal_mol": 0.0,
  "gap_ev": 7.0,
  "charge": -1,
  "species": ["Pb", "C", "C", "C", "C", "C", "C", "C", "C", "C", "C", "C", "C", "N", "C", "O", "C", "C", "C", "C", "C", "N", "C", "O", "N", "C", "C", "C", "C", "C", "C", "C", "C", "C", "C", "C", "C", "H", "H", "H", "H", "H", "H", "H", "H", "H", "H", "H", "H", "H", "H", "H", "H", "H", "H", "H", "H", "H", "H", "H", "H", "H", "H", "H", "H", "H", "H", "H", "H", "H", "H", "H", "H", "H", "C", "O", "C", "C", "C", "C", "C", "C", "C", "N", "C", "C", "N", "C", "C", "C", "C", "N", "C", "C", "N", "C", "C", "C", "C", "H", "H", "H", "H", "H", "H", "H", "H", "H", "H", "H", "H", "H", "H", "I", "I", "Se", "C", "N"],
  "positions_angstrom": [[-1.06, 1.73, -0.21], [-2.70, 5.22, 4.51], [-3.03, 3.74, 4.28], [-4.16, 3.31, 5.22], [-1.81, 2.85, 4.45], [-1.07, 2.98, 5.62], [0.01, 2.17, 5.89], [0.37, 1.20, 4.98], [-0.34, 1.03, 3.79], [0.01, -0.13, 2.89], [-0.80, -1.37, 3.29], [1.50, -0.45, 2.83], [-1.43, 1.87, 3.51], [-2.13, 1.74, 2.27], [-3.31, 1.15, 2.36], [-3.87, 0.66, 3.35], [-4.10, 1.08, 1.06], [-5.47, 0.85, 1.10], [-6.16, 0.77, -0.09], [-5.49, 0.90, -1.29], [-4.12, 1.12, -1.26], [-3.46, 1.21, -0.10], [-3.35, 1.28, -2.56], [-3.98, 1.09, -3.61], [-2.08, 1.65, -2.42], [-1.38, 1.96, -3.63], [-1.51, 3.25, -4.17], [-0.81, 3.55, -5.34], [0.01, 2.62, -5.95], [0.14, 1.36, -5.39], [-0.54, 1.01, -4.23], [-0.41, -0.38, -3.64], [-1.51, -1.30, -4.17], [0.96, -1.01, -3.88], [-2.41, 4.29, -3.55], [-1.77, 5.68, -3.52], [-3.75, 4.34, -4.29], [-3.58, 5.84, 4.30], [-1.89, 5.57, 3.88], [-2.42, 5.40, 5.55], [-3.38, 3.63, 3.25], [-3.85, 3.44, 6.26], [-4.42, 2.27, 5.05], [-5.04, 3.93, 5.05], [-1.36, 3.73, 6.34], [0.58, 2.30, 6.80], [1.21, 0.56, 5.19], [-0.31, 0.14, 1.88], [-0.51, -1.70, 4.28], [-0.62, -2.19, 2.59], [-1.87, -1.14, 3.31], [1.88, -0.77, 3.81], [2.09, 0.41, 2.52], [1.68, -1.28, 2.14], [-5.93, 0.73, 2.07], [-7.23, 0.60, -0.08], [-5.97, 0.84, -2.26], [-0.91, 4.54, -5.77], [0.55, 2.87, -6.85], [0.80, 0.63, -5.86], [-0.56, -0.28, -2.57], [-1.37, -1.49, -5.24], [-2.50, -0.85, -4.05], [-1.49, -2.26, -3.65], [1.10, -1.29, -4.92], [1.05, -1.93, -3.29], [1.77, -0.34, -3.60], [-2.60, 3.99, -2.52], [-1.68, 6.10, -4.52], [-0.78, 5.66, -3.07], [-2.38, 6.37, -2.93], [-3.61, 4.70, -5.31], [-4.43, 5.04, -3.79], [-4.22, 3.36, -4.33], [8.38, -9.07, 0.87], [6.97, -9.17, 0.81], [6.27, -8.02, 0.61], [6.84, -6.77, 0.49], [6.02, -5.66, 0.29], [4.64, -5.79, 0.21], [4.08, -7.06, 0.34], [4.88, -8.17, 0.53], [3.75, -4.64, 0.02], [2.44, -4.69, 0.08], [2.03, -3.40, -0.14], [3.10, -2.57, -0.35], [4.21, -3.38, -0.25], [2.97, -1.18, -0.63], [4.04, -0.31, -0.88], [3.78, 1.01, -1.15], [2.45, 1.43, -1.18], [1.43, 0.63, -0.96], [1.66, -0.66, -0.66], [0.51, -1.52, -0.38], [-0.71, -0.95, -0.33], [-1.76, -1.72, -0.10], [-1.68, -3.10, 0.09], [-0.44, -3.69, 0.08], [0.69, -2.89, -0.15], [8.75, -10.09, 1.00], [8.70, -8.46, 1.71], [8.79, -8.65, -0.06], [7.91, -6.63, 0.55], [6.49, -4.69, 0.22], [3.01, -7.17, 0.28], [4.46, -9.16, 0.63], [5.16, -3.09, -0.33], [5.06, -0.67, -0.84], [4.57, 1.72, -1.31], [2.21, 2.47, -1.39], [-2.72, -1.21, -0.07], [-2.58, -3.67, 0.27], [-0.30, -4.75, 0.25], [1.00, 4.04, 1.57], [3.87, 3.27, 1.98], [-1.58, 4.63, 0.99], [-1.18, 6.16, 0.02], [-0.96, 7.14, -0.55]]
}

Record 5
{
  "formula": "C29H35BrF5InN3O6P",
  "method": "the ωB97M-V functional and the def2-TZVPD basis",
  "homo_ev": -7.29,
  "de_lowest_kcal_mol": 0.0,
  "gap_ev": 7.4,
  "species": ["In", "C", "O", "C", "C", "C", "Br", "C", "C", "C", "O", "C", "N", "C", "C", "C", "C", "C", "C", "N", "H", "H", "H", "H", "H", "H", "H", "H", "H", "H", "H", "C", "C", "O", "P", "O", "C", "C", "O", "C", "C", "H", "H", "H", "H", "H", "H", "H", "H", "H", "H", "H", "H", "H", "H", "H", "N", "H", "H", "H", "C", "O", "C", "C", "H", "H", "H", "H", "H", "H", "F", "C", "C", "C", "F", "C", "F", "C", "F", "C", "F"],
  "positions_angstrom": [[0.08, -0.40, 0.20], [-4.03, -2.90, 0.60], [-3.02, -2.04, 0.08], [-3.50, -0.87, -0.47], [-4.22, -0.98, -1.80], [-5.20, 0.01, -2.24], [-6.98, -0.61, -2.49], [-4.89, 1.28, -2.52], [-3.52, 1.78, -2.45], [-2.50, 0.94, -2.08], [-1.22, 1.28, -2.08], [-3.20, 3.12, -2.90], [-1.97, 3.61, -2.89], [-2.04, 4.87, -3.45], [-1.05, 5.82, -3.69], [-1.43, 7.00, -4.29], [-2.76, 7.25, -4.65], [-3.76, 6.32, -4.42], [-3.37, 5.13, -3.82], [-4.08, 4.00, -3.45], [-4.47, -2.49, 1.51], [-3.54, -3.84, 0.82], [-4.82, -3.07, -0.14], [-4.35, -1.99, -2.17], [-5.67, 1.95, -2.85], [-1.16, 2.23, -2.42], [-0.03, 5.62, -3.40], [-0.68, 7.76, -4.48], [-3.01, 8.19, -5.12], [-4.78, 6.52, -4.70], [-5.06, 3.86, -3.58], [0.81, 4.84, 5.18], [1.16, 3.84, 4.09], [-0.01, 3.11, 3.76], [0.01, 1.95, 2.58], [-1.52, 1.44, 2.85], [-1.88, 0.81, 4.08], [-1.36, -0.61, 4.19], [-0.26, 2.76, 1.20], [-1.43, 3.50, 0.83], [-1.79, 4.66, 1.75], [1.68, 5.44, 5.43], [0.47, 4.31, 6.07], [0.01, 5.49, 4.84], [1.95, 3.16, 4.43], [1.53, 4.37, 3.20], [-2.97, 0.81, 4.11], [-1.52, 1.41, 4.92], [-1.77, -1.24, 3.40], [-1.63, -1.03, 5.16], [-0.27, -0.62, 4.10], [-2.27, 2.82, 0.75], [-1.21, 3.88, -0.17], [-2.03, 4.29, 2.74], [-2.67, 5.17, 1.35], [-0.97, 5.37, 1.82], [1.23, -2.25, -1.51], [2.05, -2.73, -1.16], [1.54, -1.65, -2.26], [0.59, -2.94, -1.90], [-1.71, -1.46, -3.57], [-1.78, -1.37, -2.16], [-2.76, -0.48, -1.74], [-3.93, 0.18, 0.52], [-1.33, -0.54, -4.01], [-2.69, -1.68, -4.00], [-1.02, -2.27, -3.80], [-4.17, 1.11, 0.03], [-3.12, 0.34, 1.24], [-4.82, -0.17, 1.06], [3.21, -0.15, -1.34], [3.53, -0.32, -0.02], [2.51, -0.41, 0.91], [2.95, -0.57, 2.20], [2.03, -0.70, 3.20], [4.28, -0.62, 2.59], [4.64, -0.76, 3.87], [5.25, -0.53, 1.61], [6.55, -0.60, 1.95], [4.88, -0.38, 0.29], [5.83, -0.31, -0.66]]
}

Record 6
{
  "formula": "C4H10O3",
  "method": "the ωB97M-V functional and the def2-TZVPD basis",
  "homo_ev": -10.34,
  "smiles": "COC=O.CCO",
  "de_lowest_kcal_mol": 56.6,
  "gap_ev": 11.2,
  "species": ["C", "C", "O", "H", "H", "H", "H", "H", "H", "C", "C", "O", "O", "H", "H", "H", "H"],
  "positions_angstrom": [[0.26, 1.13, -1.30], [1.55, 0.36, -1.50], [-0.83, 0.32, -1.73], [-1.64, 0.84, -1.70], [0.13, 1.39, -0.24], [0.28, 2.06, -1.89], [1.67, 0.10, -2.55], [1.52, -0.56, -0.92], [2.40, 0.95, -1.18], [-0.03, -0.71, 2.43], [-1.58, -0.94, 0.45], [-0.20, -1.18, 1.10], [-2.38, -0.15, 0.78], [-1.23, -1.85, -0.08], [0.21, -1.54, 3.10], [-0.94, -0.21, 2.77], [0.81, 0.00, 2.47]]
}

Record 7
{
  "formula": "Cl4H2Si2",
  "method": "the ωB97M-V functional and the def2-TZVPD basis",
  "homo_ev": -10.02,
  "de_lowest_kcal_mol": 45.8,
  "gap_ev": 8.6,
  "species": ["Si", "Si", "Cl", "Cl", "Cl", "Cl", "H", "H"],
  "positions_angstrom": [[-0.90, -0.49, -0.66], [1.13, 0.07, 0.50], [-2.39, 1.50, 0.43], [-1.88, -2.01, -0.04], [2.69, -1.26, 0.34], [1.92, 1.73, -0.25], [-1.22, 0.18, -1.80], [0.94, 0.34, 2.07]]
}

Which formula does entry 4 have?
C52H51I2N8O3PbSe